Record 1
16
Properties=species:S:1:pos:R:3:forces:R:3 method="wB97M-V/def2-TZVPD" relative_energy_kcal_mol=23.4 e_homo_ev=-8.350 charge=0 homo_lumo_gap_ev=9.42 spin_multiplicity=1 e_tot_ev=-7393.7508 lumo_energy_ev=1.065
C 0.223 0.416 -0.016 -0.29 0.08 0.21
H -2.308 -1.822 0.120 0.04 0.44 -0.02
H 2.139 -1.211 0.913 0.08 -0.02 0.06
C -1.969 -0.781 -0.004 0.05 -0.15 -0.10
H 0.069 -1.683 0.011 0.00 0.06 -0.04
C 2.340 -0.639 0.004 0.13 -0.08 -0.20
H 0.300 2.557 -0.060 -0.07 -0.10 0.02
H -1.136 1.860 -0.841 0.11 0.02 0.10
H 3.387 -0.322 -0.029 -0.24 -0.17 0.03
H -1.042 1.908 0.913 0.15 -0.06 -0.08
H 2.111 -1.278 -0.863 0.08 0.18 0.13
C -0.454 -0.735 -0.003 -0.13 0.06 -0.06
O 1.579 0.547 -0.015 -0.02 0.05 -0.06
H -2.402 -0.402 -0.949 0.18 -0.14 0.35
C -0.446 1.764 0.005 -0.12 -0.03 -0.18
H -2.392 -0.182 0.815 0.04 -0.16 -0.18

***

Record 2
36
Properties=species:S:1:pos:R:3:forces:R:3 method="wB97M-V/def2-TZVPD" relative_energy_kcal_mol=12.0 e_homo_ev=-8.476 charge=0 homo_lumo_gap_ev=9.06 spin_multiplicity=1 e_tot_ev=-36210.5784 lumo_energy_ev=0.582
C 5.356 0.437 0.385 0.08 0.00 -0.03
S -3.650 -0.467 1.986 0.24 0.17 -0.59
C 5.042 -0.856 0.002 0.11 -0.05 -0.05
O -1.965 3.793 0.283 0.06 0.14 -0.03
N -3.009 -0.216 -0.493 -0.01 0.52 -0.46
C 2.749 -0.494 0.631 -0.19 -0.09 -0.05
C 3.069 0.804 1.013 0.00 0.01 0.04
H 1.276 -2.068 0.680 0.01 0.15 0.02
O -0.163 1.266 0.862 0.19 0.15 0.38
C 1.327 -0.978 0.735 0.10 0.03 0.36
C -2.125 2.648 -0.052 -0.09 0.01 -0.35
H -0.714 0.363 -2.083 -0.04 0.00 0.17
H -3.628 -3.438 -1.201 0.00 -0.10 -0.06
H -3.808 -2.064 -2.310 -0.04 -0.03 -0.08
N -2.855 1.796 0.749 -0.39 0.42 0.56
H 5.809 -1.505 -0.393 0.06 -0.05 -0.03
H -3.048 2.179 1.668 0.10 0.05 -0.24
H 0.868 -0.625 1.665 0.06 -0.16 -0.17
C -3.334 -1.527 -0.313 -0.25 -0.50 0.62
C -3.108 0.465 0.593 -0.42 -0.79 0.69
C -3.241 -2.460 -1.470 -0.01 0.05 0.09
H 6.369 0.798 0.291 0.08 0.03 -0.01
H 4.608 2.275 1.188 0.02 0.08 0.03
H -4.016 -2.800 1.337 -0.08 -0.24 0.03
H 2.295 1.448 1.404 -0.08 0.05 0.04
H 3.498 -2.326 -0.183 -0.03 -0.11 -0.03
H -2.202 -2.559 -1.779 0.06 -0.05 -0.07
C 3.742 -1.318 0.120 -0.08 0.04 0.06
H -2.572 1.772 -1.940 0.11 0.02 0.05
H -1.227 2.956 -1.945 -0.21 -0.08 0.19
C -1.680 2.115 -1.407 0.34 0.28 -0.07
C -3.711 -1.849 0.951 0.04 0.15 -0.08
N -0.740 1.020 -1.320 0.27 0.09 -0.30
C 4.367 1.266 0.889 0.00 0.07 0.02
C -0.124 0.653 -0.178 0.14 -0.20 -0.44
O 0.542 -0.506 -0.367 -0.12 -0.08 -0.21

***

Record 3
7
Properties=species:S:1:pos:R:3:forces:R:3 method="wB97M-V/def2-TZVPD" relative_energy_kcal_mol=52.8 e_homo_ev="-8.526 / -8.526" charge=0 homo_lumo_gap_ev="7.33 / 7.33" spin_multiplicity=1 e_tot_ev=-13741.2918 lumo_energy_ev="-1.196 / -1.195"
O -0.022 -1.523 -0.706 -0.14 -0.17 0.51
H 4.102 -0.188 -0.014 -0.03 -0.04 0.00
H -3.175 1.110 0.813 0.47 0.50 0.71
C -0.980 -0.977 -0.321 1.14 -0.54 -1.45
C -1.791 -0.131 0.236 0.02 0.57 1.33
N -2.880 0.435 0.132 -1.49 -0.36 -1.10
I 4.746 1.274 -0.140 0.02 0.04 0.00

***

Record 4
31
Properties=species:S:1:pos:R:3:forces:R:3 method="wB97M-V/def2-TZVPD" relative_energy_kcal_mol=0.0 e_homo_ev=-14.470 charge=+1 homo_lumo_gap_ev=11.70 spin_multiplicity=1 e_tot_ev=-24681.2744 lumo_energy_ev=-2.769
C 0.915 -1.274 -1.420 1.74 -0.25 -0.63
H 2.087 2.011 1.244 -1.70 -0.89 -0.23
H -1.152 0.677 -2.097 -1.05 -1.41 1.63
C 1.365 -0.645 -0.112 0.40 2.85 2.13
C -1.376 -0.080 -1.211 3.00 3.60 -2.90
H -1.484 0.477 2.227 -0.08 -1.35 -1.94
H 0.668 1.141 2.082 -0.02 0.01 1.27
H 1.840 2.180 -0.941 2.29 0.43 1.03
H 1.397 -0.676 -2.349 -0.89 -1.73 2.32
Cl 3.123 -0.230 0.025 -0.74 -0.11 -1.04
C -0.646 -1.338 -1.591 3.13 2.09 1.47
C 0.990 1.621 -1.109 -1.75 1.63 -3.38
C 0.984 1.715 1.260 -1.48 2.60 -1.56
H -2.352 -0.477 0.944 -2.71 -1.09 0.21
H 0.397 2.482 -1.483 -0.68 -0.68 0.23
H 1.309 -0.481 2.118 0.96 0.57 -0.05
H 0.336 2.683 1.196 1.33 -1.35 0.60
H 1.201 0.994 -2.009 -0.50 0.51 1.14
H -0.450 -1.801 2.389 -0.84 -0.36 2.69
H -0.730 -1.612 -2.565 -0.87 -0.21 -3.06
H -1.407 1.693 0.224 -0.97 -0.27 -0.87
H 1.484 -2.092 1.469 0.40 0.39 -0.16
C -1.423 -0.177 1.246 2.88 1.50 2.85
H -0.816 -2.258 0.890 0.35 0.43 -0.39
C -0.466 -1.381 1.450 -0.11 0.31 -1.69
C 1.054 -1.095 1.288 -2.51 -3.21 -1.30
H 1.455 -2.327 -1.364 -1.32 1.92 -0.47
H -0.957 -2.147 -1.091 -1.37 -2.91 2.13
H -2.370 -0.188 -1.064 -3.42 -0.77 -0.65
N 0.451 0.986 0.053 3.36 -2.60 -0.30
C -1.054 0.670 0.054 3.18 0.36 0.95

***

Record 5
18
Properties=species:S:1:pos:R:3:forces:R:3 method="wB97M-V/def2-TZVPD" relative_energy_kcal_mol=127.8 e_homo_ev="-6.494 / -6.189" charge=0 homo_lumo_gap_ev="7.51 / 7.10" spin_multiplicity=1 e_tot_ev=-7884.9896 lumo_energy_ev="1.018 / 0.911"
N -0.886 1.328 -0.161 -0.83 0.18 0.06
H -1.515 1.980 -0.614 -0.17 -0.17 -0.01
H -1.346 -1.986 0.476 0.03 -0.45 -0.19
H 0.584 -1.431 -1.516 -0.20 -0.01 -0.20
H 1.997 1.343 0.829 0.33 -0.16 -0.13
C 0.089 -0.848 -0.737 -0.04 0.72 -0.42
H 2.611 0.400 -0.561 0.00 0.19 0.03
H -2.548 0.477 0.789 -0.06 0.35 0.20
C 0.893 -0.423 0.428 1.07 -0.99 -0.52
H 0.248 1.093 -1.923 0.61 0.23 0.32
H -1.060 0.499 1.776 0.24 -0.73 -0.23
C -0.078 0.611 -1.008 0.46 -0.39 0.17
H -1.998 -1.403 -1.124 -0.19 0.39 0.24
H 2.910 -0.161 1.090 0.10 0.06 0.08
C -1.465 0.386 0.772 -1.59 -1.40 -2.40
C -1.290 -1.245 -0.313 0.66 1.81 2.99
H 0.678 -0.943 1.353 -0.57 0.47 0.30
C 2.177 0.323 0.443 0.16 -0.10 -0.28

***

Record 6
10
Properties=species:S:1:pos:R:3:forces:R:3 method="wB97M-V/def2-TZVPD" relative_energy_kcal_mol=7.0 e_homo_ev=-10.515 charge=0 homo_lumo_gap_ev=9.88 spin_multiplicity=1 e_tot_ev=-20245.9186 lumo_energy_ev=-0.631
C -0.113 -0.088 -0.561 1.86 0.13 -0.11
N -0.206 1.216 -0.160 1.23 -2.37 -1.74
H -0.292 -2.504 -0.946 2.85 -0.78 -1.57
O -1.058 -2.351 -0.474 -2.47 0.25 1.30
H -0.634 1.341 0.700 -0.87 0.42 2.06
Cl 1.535 -1.323 0.355 -0.35 0.92 -0.32
H 0.386 -0.105 -1.534 -0.47 -0.80 0.23
O -1.917 -0.702 0.723 0.44 -0.43 0.22
H 0.724 1.586 -0.286 -0.19 0.97 0.12
C -1.051 -1.121 -0.007 -2.05 1.70 -0.20

***

Record 7
38
Properties=species:S:1:pos:R:3:forces:R:3 method="wB97M-V/def2-TZVPD" relative_energy_kcal_mol=0.0 e_homo_ev=-3.856 charge=-1 homo_lumo_gap_ev=4.83 spin_multiplicity=1 e_tot_ev=-174757.6901 lumo_energy_ev=0.978
N 7.383 7.293 6.509 -1.77 -0.53 -1.59
C 6.502 8.003 7.461 1.40 1.20 -0.49
H 6.234 9.003 6.982 0.36 -1.48 0.80
Cd 7.854 11.983 6.056 -0.59 0.55 -0.70
H 6.522 4.153 6.972 0.11 0.36 0.02
H 6.073 8.068 4.974 0.16 0.36 0.25
N 5.318 5.906 7.044 1.41 0.42 -0.02
N 4.168 13.276 5.787 -2.16 -1.13 0.77
H 4.537 5.351 7.310 -0.71 -0.55 0.14
N 7.103 15.010 6.543 -0.41 -0.23 -0.12
Se 9.812 11.631 4.167 -0.47 0.00 0.85
N 6.487 13.970 5.903 0.51 -0.70 0.48
N 5.513 11.254 5.501 0.45 0.74 0.16
Te 10.750 10.745 8.230 1.21 0.24 -1.16
H 5.288 7.040 8.929 -0.55 -0.40 -1.18
N 4.938 15.278 6.815 1.48 -0.89 0.07
H 3.320 13.443 6.387 1.23 0.03 -1.14
C 6.606 5.158 7.415 -2.44 -1.33 1.73
Te 11.491 12.330 5.910 -0.39 -0.61 0.85
C 7.776 5.960 7.002 1.46 1.14 -0.59
Se 8.390 11.302 8.531 -0.93 0.30 -0.14
C 5.283 7.196 7.817 -1.51 1.15 -0.14
N 6.221 15.757 7.086 -1.34 -0.09 -0.66
H 6.520 5.027 8.546 0.21 0.16 -1.42
C 6.469 7.096 5.241 1.27 0.48 1.22
H 4.418 7.821 7.438 0.37 -1.09 0.71
H 7.020 8.176 8.395 0.62 0.33 -0.07
N 5.213 9.965 5.535 0.48 -0.53 0.02
H 8.460 6.022 7.858 -0.08 0.46 -0.20
C 5.275 6.180 5.539 0.80 -1.31 0.74
N 3.953 9.795 5.742 -0.49 0.38 -0.60
C 5.184 14.136 6.145 0.82 1.52 0.70
H 4.342 6.713 5.391 -0.26 -0.26 -0.43
H 7.051 6.775 4.383 0.26 -0.41 0.16
H 8.366 5.489 6.207 -0.29 -0.05 0.05
H 5.370 5.148 5.061 -0.51 1.45 0.43
N 3.353 10.999 5.772 -0.54 0.20 0.75
C 4.339 11.883 5.685 0.83 0.10 -0.25

***

Record 8
16
Properties=species:S:1:pos:R:3:forces:R:3 method="wB97M-V/def2-TZVPD" relative_energy_kcal_mol=10.9 e_homo_ev=-8.130 charge=0 homo_lumo_gap_ev=9.19 spin_multiplicity=1 e_tot_ev=-7857.6848 lumo_energy_ev=1.063
H 0.691 1.987 0.554 0.21 0.05 -0.25
H 1.047 -0.537 -2.152 0.44 0.04 0.06
H -1.534 1.649 1.307 -0.18 -0.24 -0.01
C 0.130 -0.843 0.992 -0.06 -1.32 -0.02
H -2.109 1.193 -0.327 -0.14 -0.09 0.03
C 0.056 1.466 -0.167 -0.83 0.02 0.25
H 0.227 1.877 -1.160 0.26 -0.05 -0.07
C -1.401 1.792 0.236 0.61 0.27 -0.01
H 1.227 -2.816 -1.230 0.29 -0.04 0.36
N 1.107 -2.031 -0.610 0.16 0.14 -0.65
H -1.595 2.849 0.046 -0.10 -0.01 -0.06
C 0.618 -2.090 0.662 -0.03 0.04 -0.16
H -0.511 -0.736 1.853 0.40 0.64 0.24
C 0.962 -0.756 -1.100 -0.87 0.01 0.21
C 0.354 -0.002 -0.125 0.15 0.55 -0.04
H 0.730 -3.003 1.221 -0.31 0.01 0.10